Entry 1:
A 2-piece molecular cluster, C4H12N2O overall in a non-equilibrium geometry, computed with ωB97M-V with the def2-TZVPD basis set.

Structure (XYZ):
```
19
C4H12N2O ωB97M-V with the def2-TZVPD basis set
N -2.17621 0.56857 -0.92966
C -1.32492 0.00165 0.05523
C -0.01002 0.21083 -0.00612
C 1.15249 -0.08905 0.89822
C 1.05879 -1.60589 1.27133
N 1.28113 -2.50719 0.13725
H -3.15574 0.44594 -0.73027
H -1.92016 0.46189 -1.89672
H -1.84771 -0.36746 0.92617
H 0.39760 0.61794 -0.93317
H 1.32820 0.46623 1.80766
H 2.05527 0.10948 0.30967
H 0.08137 -1.75148 1.71510
H 1.92674 -1.79762 1.91369
H 0.72033 -2.28933 -0.67180
H 2.26967 -2.49987 -0.08132
O -0.38920 3.64440 -1.43125
H -0.90401 3.63550 -0.61125
H -0.54363 2.74548 -1.74276
```

Computed properties:
- highest occupied orbital energy (eV) = -8.31
- energy above the lowest of the compared OMol25 structures with the same formula, charge and spin (kcal per mole) = 47.26
- LUMO level (Ha) = 0.0321
- DFT total energy (a.u.) = -344.3097

Entry 2:
C18H53O12 as an isolated structure in a non-equilibrium geometry, computed with ωB97M-V with the def2-TZVPD basis set.

Structure (XYZ):
```
83
C18H53O12 ωB97M-V with the def2-TZVPD basis set
C 0.10375 -0.35591 -0.38169
O 0.70787 0.74346 -0.29348
O -1.21319 -0.42779 -0.23393
O 0.77108 -1.37568 -0.59761
H -1.51276 0.51819 -0.15050
C -1.78223 -2.65029 -3.17928
O -2.44864 -2.10452 -2.11884
H -1.04873 -2.14627 -3.78724
H -2.39539 -2.88460 -4.13745
H -1.48133 -3.62420 -2.99855
H -1.60276 -1.89883 -1.49318
C 1.50358 -4.47417 -1.30348
O 1.92335 -3.29741 -2.06735
H 0.89267 -5.07036 -2.33987
H 0.89199 -4.17334 -0.42597
H 2.24418 -5.01297 -1.14895
H 1.54903 -2.63156 -1.67850
C 2.63446 3.44177 1.54569
O 3.22453 4.49558 0.91106
H 3.41988 2.85835 2.00326
H 1.94267 2.88066 0.61495
H 1.88343 3.72429 2.42345
H 3.17586 4.34208 0.05566
C 2.19244 0.23300 -3.35786
O 1.93029 1.36628 -2.51297
H 1.49183 -0.48769 -3.15931
H 3.09573 -0.05183 -3.26158
H 2.15669 0.48345 -4.22059
H 1.65574 0.95595 -1.70581
C 4.18944 -1.04286 -0.35760
O 3.36164 0.11729 0.19421
H 4.67270 -0.45198 -1.12088
H 3.42393 -1.55913 -1.00212
H 4.98179 -1.61558 0.27390
H 2.59056 0.07340 -0.35655
C 0.73797 1.41147 4.17095
C 1.02898 0.21887 3.24413
C 2.31202 -0.46770 3.41471
O 0.06685 -0.69343 3.53545
H 1.56424 2.02335 4.29944
H 0.40761 1.10476 5.24660
H -0.11315 1.89439 3.76546
H 0.80099 0.52184 2.22033
H 2.56147 -0.65276 4.46748
H 3.07414 0.34027 3.12349
H 2.45110 -1.37649 2.73193
H 0.07421 -1.44391 2.65161
C -2.65689 3.31324 -3.58180
C -1.41693 2.32611 -3.65372
C -1.80072 0.89599 -3.17365
O -1.01206 2.20747 -4.94108
H -2.41288 4.20973 -4.32701
H -2.93831 3.46221 -2.55999
H -3.74267 2.89516 -4.16407
H -0.59455 2.41353 -3.00653
H -0.88842 0.41117 -3.31089
H -2.55777 0.37771 -3.76121
H -2.25917 0.95314 -2.10302
H -0.48472 2.92510 -5.15304
C -2.20356 4.36015 1.26245
C -1.37783 3.01340 1.28261
C -2.17709 1.95732 1.87614
O -1.13213 2.74313 -0.04070
H -1.64238 5.12625 0.80200
H -2.44904 4.98218 2.31501
H -3.01544 4.10330 0.83395
H -0.48205 3.14926 1.78131
H -3.09679 1.71533 1.28485
H -2.88313 2.08938 2.70483
H -1.68612 0.87111 1.85501
H -0.30578 2.28021 0.16090
C -1.64616 -4.79566 1.44966
C -1.49042 -3.37361 1.91504
C -2.04556 -3.12179 3.33094
O -0.21196 -2.95481 1.86108
H -2.76336 -5.05108 1.66803
H -1.09844 -5.37912 2.14995
H -1.44930 -4.89003 0.36600
H -1.85228 -2.68109 1.13733
H -1.33683 -3.57613 4.06707
H -2.81133 -3.75276 3.66344
H -2.19645 -2.07921 3.53793
H 0.02606 -2.90370 0.96856
```

Computed properties:
- highest occupied orbital energy (eV) = -6.52
- energy above the lowest of the compared OMol25 structures with the same formula, charge and spin (kcal per mole) = 69.29
- LUMO level (Ha) = 0.1037
- total charge = -1
- DFT total energy (a.u.) = -1620.1130

Entry 3:
A 2-piece molecular cluster, C7H16O overall in a non-equilibrium geometry, computed with ωB97M-V with the def2-TZVPD basis set.

Structure (XYZ):
```
24
C7H16O ωB97M-V with the def2-TZVPD basis set
C -1.81065 1.27019 -2.28652
C -0.34652 0.76266 -2.13457
C -0.11079 -0.00274 -0.81872
C -0.36019 -1.55944 -0.91642
C 0.26174 0.62074 0.34124
C 0.23023 -0.11175 1.65338
C 0.57996 2.06162 0.52137
H -2.45554 0.38997 -2.44761
H -1.97333 1.98159 -3.11358
H -2.10738 1.75550 -1.34151
H 0.01465 0.22738 -3.03374
H 0.24815 1.69094 -2.03396
H 0.48916 -2.09625 -1.37144
H -1.25973 -1.74114 -1.52832
H -0.53357 -1.96712 0.09371
H 0.73725 0.49682 2.42096
H 0.79647 -1.04834 1.51638
H -0.78151 -0.36191 2.01447
H -0.38378 2.59631 0.56515
H 1.11099 2.36807 -0.39554
H 1.18609 2.35689 1.39431
O 1.91839 -2.92964 3.75283
H 2.41335 -3.56564 4.31744
H 2.13656 -3.19472 2.83067
```

Computed properties:
- highest occupied orbital energy (eV) = -8.31
- energy above the lowest of the compared OMol25 structures with the same formula, charge and spin (kcal per mole) = 26.59
- LUMO level (Ha) = 0.0286
- DFT total energy (a.u.) = -351.5116

Entry 4:
A 2-piece molecular cluster, C4H10N6O2 overall in a non-equilibrium geometry, computed with ωB97M-V with the def2-TZVPD basis set.

Structure (XYZ):
```
22
C4H10N6O2 ωB97M-V with the def2-TZVPD basis set
C -3.35329 3.02878 -3.91599
C -3.77085 1.73681 -3.89625
C -2.05454 1.84915 -2.59651
C 1.47980 -1.16807 2.28210
N -2.22869 3.05692 -3.06848
N 0.15790 0.39802 -0.76846
N 1.98522 -0.91746 3.54123
N 0.74891 -0.34754 1.55596
N 2.65349 -1.98374 4.21250
N 0.32713 -0.50897 -0.08511
O 1.50448 -2.38701 1.94258
O -2.95723 1.05400 -3.02979
H -3.73048 3.92742 -4.40771
H -4.77526 1.37107 -4.09360
H -1.27775 1.45984 -1.84475
H 2.17962 0.03969 3.81804
H 0.68019 0.66934 1.76955
H 3.61453 -1.73970 4.39386
H 2.15836 -2.26186 5.06031
H 2.08885 -2.79411 2.62074
H 0.35256 -1.46813 -0.37809
H -1.48440 3.71146 -2.97485
```

Computed properties:
- highest occupied orbital energy (eV) = -17.23
- energy above the lowest of the compared OMol25 structures with the same formula, charge and spin (kcal per mole) = 88.18
- LUMO level (Ha) = -0.2476
- total charge = +2
- DFT total energy (a.u.) = -636.7150

Entry 5:
One molecule with the formula C6H10O, computed with ωB97M-V with the def2-TZVPD basis set.

Structure (XYZ):
```
17
C6H10O ωB97M-V with the def2-TZVPD basis set
C 0.99905 -0.14696 -2.09248
C 0.49042 -0.06964 -0.67651
C 1.32782 -0.79682 0.34012
C -0.61380 0.62162 -0.38303
C -1.12130 0.95698 0.99381
C -1.79060 -0.13820 1.79575
O -1.75750 -1.31746 1.54647
H 1.16775 -1.18088 -2.41602
H 1.96685 0.36880 -2.15986
H 0.31433 0.33412 -2.79756
H 1.27070 -1.87563 0.14729
H 0.99122 -0.63664 1.36722
H 2.38520 -0.51378 0.26443
H -1.18648 1.04049 -1.20963
H -1.82587 1.79714 0.94265
H -0.30134 1.32015 1.63395
H -2.31647 0.23670 2.70340
```

Computed properties:
- highest occupied orbital energy (eV) = -9.04
- energy above the lowest of the compared OMol25 structures with the same formula, charge and spin (kcal per mole) = 9.58
- LUMO level (Ha) = 0.0350
- DFT total energy (a.u.) = -309.8271

Entry 6:
A 4-piece molecular cluster, C36H66BrFINO7P overall in a non-equilibrium geometry, computed with ωB97M-V with the def2-TZVPD basis set.

Structure (XYZ):
```
114
C36H66BrFINO7P ωB97M-V with the def2-TZVPD basis set
C 1.17294 0.15008 4.29678
C 0.63582 -0.11483 3.06541
P -1.20461 -0.41286 2.60526
C -1.27984 -1.73384 3.97695
C -0.51623 -2.99634 3.63327
F -1.39421 -4.00590 3.21260
C -2.92271 -0.99240 1.91909
C -4.15535 -0.37598 2.46943
O -4.91592 0.29070 1.84349
Br -4.62554 -0.67734 4.35846
O -1.84751 0.84386 3.59917
C -1.43133 2.04742 3.18326
O -2.30531 3.13377 3.69284
C -1.74294 3.83998 4.60259
N -1.22410 4.45124 5.43082
C -1.31403 2.07010 1.62395
C -0.20248 3.08596 1.34535
C 0.06021 3.39964 -0.11500
C 1.19289 4.42166 -0.23885
I 3.12043 3.52775 0.03014
C -2.62431 2.66403 1.01467
C -3.10610 1.92587 -0.24008
C -4.13711 2.73882 -1.00094
C -4.72807 2.06305 -2.25077
C -5.40951 0.70550 -1.97055
C -4.97990 -0.47918 -2.87330
C -3.84540 -1.34380 -2.29741
C -2.80695 -1.77239 -3.33268
C -1.79114 -0.67593 -3.65738
C -0.70346 -0.56540 -2.59463
C 0.37041 -1.64301 -2.68297
C 1.60709 -1.21228 -1.89065
O -1.04726 0.76662 1.25759
H 1.05271 1.10293 4.80531
H 1.76874 -0.62200 4.78265
H 1.32405 -0.22675 2.22540
H -0.65644 -1.36893 1.66882
H -2.30471 -2.04441 4.15721
H -0.93712 -1.33682 4.92575
H 0.26011 -2.84062 2.88955
H -0.04019 -3.38026 4.53709
H -2.93553 -0.75425 0.86383
H -2.97206 -2.07570 1.98589
H -0.43811 2.32821 3.54695
H -0.50341 4.01075 1.84447
H 0.74955 2.77974 1.78272
H 0.36138 2.48277 -0.61395
H -0.80249 3.83219 -0.61874
H 1.10266 5.11379 0.59100
H 1.16375 4.95814 -1.17662
H -2.49374 3.71932 0.78378
H -3.43865 2.59316 1.73497
H -2.25950 1.64498 -0.86495
H -3.55430 1.00539 0.10474
H -3.64333 3.66019 -1.32390
H -4.93905 3.02481 -0.31895
H -5.48175 2.72616 -2.67009
H -3.91781 1.92645 -2.96481
H -5.22697 0.39706 -0.94556
H -6.48386 0.80946 -2.10857
H -5.86152 -1.10935 -2.97900
H -4.66785 -0.13167 -3.85717
H -4.23829 -2.23934 -1.81765
H -3.35276 -0.78703 -1.50489
H -2.24479 -2.62987 -2.96164
H -3.30808 -2.10976 -4.24128
H -1.32535 -0.84092 -4.62720
H -2.33474 0.27075 -3.65234
H -0.21804 0.40440 -2.71953
H -1.13186 -0.60203 -1.59607
H 0.02902 -2.58694 -2.27064
H 0.65709 -1.79202 -3.72406
H 1.30896 -0.60543 -1.03519
H 2.13780 -2.08083 -1.50601
H 2.28125 -0.60862 -2.49302
C 1.45553 -7.06170 -1.81658
C 2.28331 -6.88617 -3.08762
C 1.49299 -5.81089 -3.82366
O 0.88728 -4.99941 -2.82152
C 1.00344 -5.63255 -1.54507
H 2.01013 -7.49394 -0.98506
H 0.59146 -7.69918 -2.01842
H 3.27910 -6.51491 -2.83517
H 2.39848 -7.79985 -3.66992
H 0.70057 -6.25218 -4.43980
H 2.11884 -5.18563 -4.46202
H 1.74587 -5.08618 -0.95364
H 0.04519 -5.57894 -1.02821
C 3.58125 2.89553 -5.32876
C 2.06746 2.77540 -5.49103
C 1.84978 1.28500 -5.26369
O 2.86514 0.86411 -4.35401
C 3.84842 1.89067 -4.21545
H 3.91929 3.90057 -5.07987
H 4.08260 2.58473 -6.24890
H 1.56214 3.35209 -4.71296
H 1.69903 3.11371 -6.45874
H 1.96313 0.72105 -6.19735
H 0.87164 1.05825 -4.83930
H 3.72789 2.35724 -3.23381
H 4.84299 1.44598 -4.27152
C 5.48163 2.16631 6.21823
C 5.46852 0.89916 7.07594
C 4.65854 -0.05049 6.19843
O 4.91762 0.32287 4.84923
C 5.58368 1.57983 4.81615
H 6.29385 2.85381 6.45094
H 4.53736 2.70208 6.33477
H 6.48623 0.52161 7.20400
H 5.03158 1.03938 8.06354
H 3.58525 0.05742 6.38670
H 4.93174 -1.09757 6.33777
H 6.63105 1.41169 4.53481
H 5.11674 2.20942 4.05740
```

Computed properties:
- highest occupied orbital energy (eV) = -4.35
- energy above the lowest of the compared OMol25 structures with the same formula, charge and spin (kcal per mole) = 0.00
- LUMO level (Ha) = 0.0780
- total charge = -1
- DFT total energy (a.u.) = -5305.5514